1.
{
  "formula": "C33H35F5N4NiP2",
  "method": "ωB97M-V/def2-TZVPD",
  "orbital_gap_ev": [7.0, 6.6],
  "relative_energy_kj_mol": 0.0,
  "s2": 2.0080,
  "spin_multiplicity": 3,
  "symbols": ["Ni", "C", "C", "C", "C", "C", "C", "C", "C", "C", "H", "H", "H", "H", "H", "H", "H", "H", "H", "H", "H", "H", "H", "H", "H", "P", "P", "N", "N", "N", "N", "C", "C", "C", "C", "C", "C", "C", "C", "C", "C", "C", "C", "C", "C", "C", "C", "C", "C", "H", "H", "H", "H", "H", "H", "H", "H", "H", "H", "H", "H", "H", "H", "H", "H", "H", "H", "H", "H", "F", "C", "C", "C", "F", "C", "F", "C", "F", "C", "F"],
  "coordinates": [[2.321, 1.669, -1.282], [2.950, -3.399, 0.881], [1.942, -2.872, 0.164], [0.879, -1.899, 0.625], [1.257, -0.710, 1.540], [1.367, -1.150, 2.985], [1.673, -2.360, 3.500], [1.416, -3.724, 2.860], [2.702, -4.186, 2.139], [3.113, 2.614, 0.305], [4.001, -3.368, 0.514], [1.949, -2.981, -0.929], [0.053, -2.425, 1.135], [0.522, -1.472, -0.331], [2.197, -0.289, 1.166], [0.522, 0.121, 1.397], [1.249, -0.336, 3.717], [2.098, -2.394, 4.530], [0.558, -3.750, 2.166], [1.132, -4.503, 3.590], [3.619, -4.070, 2.750], [2.535, -5.253, 1.914], [2.940, 1.711, 0.950], [2.477, 3.454, 0.675], [4.189, 2.800, 0.452], [-1.428, 1.765, 0.991], [-0.948, 0.235, -2.237], [-2.152, 1.138, 2.475], [-2.568, 3.208, 0.948], [-1.712, -1.333, -1.822], [-1.757, 0.329, -3.851], [-2.625, 0.830, -0.046], [-2.402, 1.180, -1.519], [-1.483, 1.200, 3.707], [-2.322, 0.681, 4.681], [-3.569, 0.341, 4.063], [-3.453, 0.675, 2.717], [-2.035, 4.482, 1.143], [-3.071, 5.399, 1.278], [-4.301, 4.656, 1.232], [-3.960, 3.317, 1.033], [-1.096, -2.592, -1.865], [-2.028, -3.600, -1.626], [-3.267, -2.933, -1.271], [-3.045, -1.579, -1.464], [-2.862, -0.352, -4.381], [-3.202, 0.221, -5.597], [-2.341, 1.357, -5.793], [-1.504, 1.431, -4.685], [-3.696, 0.968, 0.166], [-2.450, -0.228, 0.178], [-3.340, 1.101, -2.107], [-2.142, 2.244, -1.609], [-0.485, 1.635, 3.759], [-2.067, 0.552, 5.742], [-4.461, -0.080, 4.511], [-4.219, 0.624, 1.942], [-0.957, 4.605, 1.149], [-2.962, 6.475, 1.384], [-5.307, 5.058, 1.336], [-4.605, 2.445, 0.940], [-0.023, -2.659, -2.071], [-1.885, -4.681, -1.740], [-4.220, -3.378, -0.943], [-3.780, -0.771, -1.361], [-3.333, -1.178, -3.862], [-3.964, -0.164, -6.268], [-2.337, 2.028, -6.638], [-0.754, 2.156, -4.393], [5.339, 2.222, -3.222], [5.491, 1.237, -2.308], [4.488, 1.019, -1.356], [4.994, 0.174, -0.379], [4.328, -0.055, 0.773], [6.161, -0.581, -0.419], [6.486, -1.498, 0.500], [7.000, -0.456, -1.508], [8.027, -1.263, -1.726], [6.690, 0.493, -2.449], [7.455, 0.668, -3.543]],
  "forces_ev_per_angstrom": [[2.795, 0.185, 0.778], [0.139, -0.840, -0.259], [0.653, 0.905, -0.561], [-1.483, -0.382, -0.295], [-0.519, -0.985, -0.215], [0.616, 0.412, 0.627], [-1.092, 0.064, 0.122], [0.814, -0.175, 0.089], [0.205, 1.008, 0.717], [-1.380, -0.194, 1.289], [-0.964, -1.049, -0.436], [0.893, 0.891, 0.162], [-0.194, 0.557, -0.652], [-0.201, -0.161, 0.644], [0.077, -0.152, 0.478], [0.287, -0.789, 0.314], [0.795, -0.150, -0.310], [-0.862, 0.061, -0.634], [0.661, 0.207, 0.325], [0.349, 0.627, 0.203], [-0.644, -0.413, 0.269], [0.557, 0.342, -0.372], [-0.158, 0.779, -0.276], [0.522, -0.493, -0.277], [-0.547, 0.228, -0.748], [-4.782, 1.120, 1.268], [-4.293, -1.454, -1.234], [0.669, 0.135, 0.791], [1.184, 0.756, 0.226], [0.384, -0.749, 0.372], [0.490, 0.936, -0.622], [0.518, -0.481, -0.495], [0.462, 0.620, 0.596], [-0.903, -0.615, -0.016], [0.497, 0.218, 0.074], [0.642, 0.625, -1.325], [0.246, -0.481, 0.836], [-1.018, 0.212, -0.244], [0.377, -0.800, 0.007], [0.931, -0.825, -0.228], [0.178, 0.666, -0.043], [-0.369, -0.611, -0.459], [0.283, 1.036, 0.191], [0.648, 0.713, -0.796], [-0.764, -0.403, 0.226], [0.525, 0.263, -0.393], [0.663, 0.149, 0.835], [0.224, -0.317, 0.985], [-0.498, -1.092, -0.462], [0.756, 0.323, 0.231], [0.113, 0.270, -0.135], [0.874, -0.385, 0.083], [-0.006, -0.002, 0.059], [-0.327, -0.327, 0.036], [-0.149, 0.157, -0.701], [0.225, 0.128, 0.030], [0.565, -0.156, 0.506], [-0.231, 0.109, -0.022], [-0.023, -0.327, 0.057], [0.341, -0.221, -0.097], [0.243, 0.587, 0.085], [-0.618, -0.066, -0.114], [0.157, 0.681, 0.355], [0.724, 0.296, -0.379], [0.584, -0.737, -0.166], [0.351, 0.053, -0.176], [0.167, 0.222, 0.206], [-0.019, 0.005, 0.124], [0.007, -0.109, -0.265], [-0.314, -0.189, -0.251], [0.142, -0.206, -0.303], [0.677, -0.459, -0.668], [-0.027, -0.842, 0.591], [-0.684, -0.078, 0.239], [0.442, 0.047, -0.671], [-0.350, 0.144, 0.293], [-0.298, 0.165, -0.505], [0.415, -0.220, 0.353], [-1.232, 1.056, -0.336], [-0.119, -0.022, 0.469]]
}

2.
{
  "formula": "C33H35IN8O10Ta",
  "method": "ωB97M-V/def2-TZVPD",
  "orbital_gap_ev": 7.2,
  "relative_energy_kj_mol": 42.5,
  "total_charge": 3,
  "spin_multiplicity": 1,
  "symbols": ["Ta", "C", "C", "N", "C", "C", "C", "O", "C", "C", "N", "C", "C", "C", "C", "C", "C", "I", "C", "O", "H", "H", "H", "H", "H", "H", "H", "H", "H", "H", "H", "H", "O", "C", "O", "C", "C", "C", "C", "C", "N", "C", "O", "O", "H", "H", "H", "H", "H", "C", "N", "C", "C", "O", "N", "C", "N", "H", "H", "H", "H", "H", "H", "H", "C", "C", "C", "C", "C", "C", "O", "N", "C", "O", "N", "C", "O", "H", "H", "H", "H", "H", "H", "H", "H", "H", "H", "H"],
  "coordinates": [[0.283, -0.314, 1.043], [-2.896, -3.366, 2.467], [-3.069, -1.970, 2.987], [-4.203, -1.679, 3.605], [-4.404, -0.465, 4.114], [-3.464, 0.554, 4.075], [-3.744, 1.882, 4.722], [-3.287, 2.914, 3.849], [-2.270, 0.275, 3.403], [-1.146, 1.190, 3.452], [-0.064, 1.134, 2.744], [0.981, 2.018, 3.205], [0.777, 3.377, 3.358], [1.793, 4.164, 3.887], [3.002, 3.596, 4.262], [3.220, 2.231, 4.096], [2.200, 1.470, 3.566], [2.413, -0.567, 3.153], [-2.097, -0.980, 2.838], [-0.974, -1.225, 2.114], [-3.753, -3.640, 1.851], [-2.874, -4.064, 3.304], [-1.975, -3.481, 1.898], [-5.366, -0.303, 4.588], [-3.237, 1.939, 5.693], [-4.816, 1.964, 4.907], [-3.616, 3.760, 4.174], [-1.178, 1.949, 4.226], [-0.173, 3.813, 3.069], [1.636, 5.226, 4.011], [3.786, 4.211, 4.681], [4.164, 1.786, 4.379], [-4.207, -1.115, -1.278], [-3.043, -1.003, -0.658], [-2.721, -0.086, 0.050], [-2.137, -2.171, -0.931], [-2.641, -3.272, -1.613], [-1.879, -4.421, -1.706], [-0.650, -4.433, -1.072], [-0.216, -3.279, -0.446], [-0.909, -2.137, -0.396], [1.033, -3.239, 0.345], [1.893, -4.204, 0.369], [1.227, -2.289, 1.113], [-4.792, -0.385, -1.017], [-3.636, -3.224, -2.031], [-2.250, -5.298, -2.219], [-0.063, -5.341, -1.057], [1.745, -4.886, -0.305], [-2.044, 4.000, -3.659], [-1.547, 2.917, -2.815], [-1.445, 2.962, -1.368], [-0.827, 1.618, -1.117], [-0.558, 1.219, 0.074], [-0.614, 0.938, -2.205], [-1.045, 1.762, -3.227], [-0.945, 1.389, -4.486], [-2.568, 4.717, -3.034], [-2.753, 3.613, -4.390], [-1.223, 4.509, -4.166], [-2.417, 3.048, -0.878], [-0.800, 3.772, -1.019], [-0.534, 0.491, -4.696], [-1.235, 1.981, -5.248], [1.750, -1.016, -4.618], [2.585, -0.020, -3.826], [3.298, -0.590, -2.557], [4.326, -1.674, -2.914], [5.105, -2.173, -1.702], [4.035, 0.612, -1.984], [5.040, 1.064, -2.436], [3.428, 1.249, -0.870], [2.367, 0.746, -0.239], [1.843, 1.290, 0.773], [1.748, -0.392, -0.595], [2.229, -1.169, -1.644], [1.799, -2.289, -1.811], [1.397, -0.537, -5.535], [0.894, -1.385, -4.047], [2.331, -1.881, -4.931], [1.964, 0.832, -3.527], [3.387, 0.378, -4.449], [5.008, -1.244, -3.647], [3.802, -2.501, -3.390], [5.697, -1.378, -1.247], [5.799, -2.958, -1.997], [4.442, -2.596, -0.942], [3.879, 2.079, -0.502]],
  "forces_ev_per_angstrom": [[0.802, -0.041, 0.357], [-0.021, 0.016, 0.000], [0.052, -0.057, -0.057], [-0.049, 0.054, 0.049], [0.010, -0.048, -0.018], [-0.066, 0.022, 0.038], [-0.004, -0.022, -0.040], [-0.001, 0.016, 0.021], [0.179, 0.241, 0.067], [-0.075, -0.082, -0.024], [-0.018, -0.117, -0.074], [-0.059, 0.052, -0.011], [-0.009, 0.022, 0.000], [-0.006, -0.007, -0.004], [0.011, -0.024, 0.006], [0.000, 0.047, 0.002], [0.042, -0.138, -0.036], [-0.020, 0.021, 0.052], [0.057, -0.150, -0.126], [-0.222, 0.291, -0.068], [0.005, 0.004, 0.000], [-0.001, 0.000, 0.001], [0.003, -0.002, -0.002], [-0.006, 0.005, 0.001], [0.014, 0.006, 0.001], [0.001, 0.005, 0.008], [0.008, -0.019, -0.009], [-0.046, 0.002, 0.007], [0.009, 0.015, 0.006], [0.003, -0.001, 0.000], [-0.004, 0.001, -0.001], [0.000, 0.006, 0.002], [-0.034, 0.027, 0.049], [0.216, 0.056, -0.322], [-0.186, 0.003, 0.238], [-0.037, 0.038, 0.011], [-0.004, -0.007, 0.024], [0.005, -0.015, -0.003], [0.007, 0.003, 0.007], [-0.035, -0.039, -0.008], [-0.126, 0.115, 0.021], [0.078, -0.060, -0.068], [-0.003, -0.058, -0.015], [-0.161, 0.279, 0.023], [0.011, -0.026, 0.001], [0.003, -0.007, 0.007], [-0.002, 0.004, -0.006], [-0.008, 0.000, -0.009], [0.017, 0.036, 0.034], [-0.002, 0.007, -0.014], [0.003, -0.011, 0.028], [0.000, 0.024, 0.023], [-0.030, -0.161, 0.081], [-0.110, -0.398, -0.070], [-0.010, 0.052, -0.049], [-0.021, 0.032, -0.021], [0.027, -0.043, -0.011], [0.001, 0.000, 0.003], [-0.001, -0.002, 0.002], [0.000, -0.006, 0.002], [-0.008, -0.004, -0.005], [0.004, 0.007, -0.007], [-0.017, 0.025, 0.001], [0.006, -0.009, -0.008], [-0.032, -0.006, -0.006], [0.044, 0.007, -0.029], [-0.096, 0.066, -0.032], [0.021, -0.030, 0.011], [-0.001, 0.008, -0.001], [0.051, -0.049, 0.068], [-0.063, -0.004, -0.019], [0.010, 0.008, -0.013], [-0.080, 0.024, -0.099], [-0.090, -0.051, 0.126], [-0.102, 0.046, -0.233], [0.276, 0.030, 0.225], [-0.106, -0.061, -0.070], [-0.006, -0.019, 0.024], [0.011, 0.024, -0.031], [0.002, 0.003, 0.003], [0.007, 0.012, 0.010], [-0.019, 0.013, -0.022], [-0.003, -0.009, -0.010], [-0.002, 0.019, -0.007], [-0.006, -0.005, 0.002], [0.004, -0.002, 0.003], [0.004, -0.002, 0.003], [0.007, 0.000, 0.007]]
}

3.
{
  "formula": "C33H35MoN8O4PS3",
  "method": "ωB97M-V/def2-TZVPD",
  "orbital_gap_ev": [6.8, 6.8],
  "relative_energy_kj_mol": 114.8,
  "total_charge": 2,
  "s2": 2.0111,
  "spin_multiplicity": 3,
  "symbols": ["Mo", "C", "N", "C", "C", "N", "C", "P", "C", "N", "C", "C", "N", "C", "C", "N", "C", "C", "N", "C", "H", "H", "H", "H", "H", "H", "H", "H", "H", "H", "H", "H", "H", "H", "H", "C", "C", "C", "C", "C", "C", "O", "N", "C", "O", "N", "C", "O", "H", "H", "H", "H", "H", "H", "H", "H", "H", "H", "H", "O", "C", "C", "C", "C", "C", "S", "C", "C", "C", "C", "S", "C", "C", "C", "C", "S", "H", "H", "H", "H", "H", "H", "H", "H", "H"],
  "coordinates": [[-0.245, -0.040, -0.482], [-3.224, -4.701, 0.061], [-2.951, -3.323, -0.250], [-3.861, -2.344, -0.472], [-3.163, -1.190, -0.687], [-1.818, -1.432, -0.590], [-1.721, -2.760, -0.333], [-0.184, -3.678, 0.015], [0.344, -2.486, 1.297], [0.125, -1.157, 1.199], [0.331, -0.647, 2.449], [0.667, -1.660, 3.299], [0.650, -2.809, 2.577], [0.993, -4.112, 3.076], [0.728, -2.885, -1.371], [0.610, -1.575, -1.620], [1.243, -1.345, -2.803], [1.742, -2.528, -3.269], [1.412, -3.486, -2.363], [1.778, -4.875, -2.439], [-4.297, -4.878, 0.043], [-2.843, -4.941, 1.056], [-2.742, -5.361, -0.661], [-4.918, -2.526, -0.461], [-3.555, -0.217, -0.916], [0.202, 0.398, 2.658], [0.907, -1.644, 4.343], [0.582, -4.246, 4.077], [2.080, -4.215, 3.134], [0.590, -4.882, 2.419], [1.282, -0.359, -3.231], [2.291, -2.735, -4.167], [2.691, -4.973, -3.023], [0.992, -5.461, -2.921], [1.959, -5.265, -1.437], [-3.334, 3.655, 2.960], [-4.256, 3.312, 1.797], [-3.515, 2.834, 0.529], [-4.607, 2.416, -0.517], [-4.159, 2.252, -1.966], [-2.729, 3.959, -0.117], [-2.984, 5.119, -0.045], [-1.684, 3.507, -0.960], [-1.305, 2.214, -1.028], [-0.651, 1.710, -1.958], [-1.614, 1.366, -0.018], [-2.670, 1.609, 0.839], [-2.911, 0.796, 1.699], [-3.933, 3.990, 3.802], [-2.652, 4.457, 2.687], [-2.760, 2.788, 3.278], [-4.833, 4.199, 1.535], [-4.949, 2.522, 2.096], [-5.371, 3.195, -0.493], [-5.070, 1.495, -0.156], [-3.907, 3.214, -2.406], [-4.980, 1.835, -2.546], [-3.300, 1.589, -2.089], [-1.275, 4.175, -1.609], [1.267, 0.851, -0.444], [2.607, 1.174, -0.331], [3.339, -0.139, -0.520], [3.278, -1.203, 0.334], [3.931, -2.342, -0.179], [4.475, -2.122, -1.406], [4.219, -0.514, -1.955], [2.862, 1.709, 1.057], [3.972, 1.593, 1.833], [3.797, 2.185, 3.106], [2.566, 2.727, 3.274], [1.588, 2.571, 1.866], [3.017, 2.179, -1.382], [4.096, 3.011, -1.376], [4.193, 3.778, -2.559], [3.189, 3.521, -3.436], [2.095, 2.330, -2.845], [2.843, -1.143, 1.316], [4.004, -3.274, 0.351], [5.026, -2.814, -2.014], [4.877, 1.109, 1.509], [4.562, 2.187, 3.858], [2.168, 3.233, 4.130], [4.792, 3.085, -0.559], [4.980, 4.488, -2.741], [3.026, 3.950, -4.405]],
  "forces_ev_per_angstrom": [[-1.933, -0.084, -0.718], [-0.034, -0.870, 0.231], [0.920, 0.904, -0.206], [-0.203, 0.474, -0.146], [-0.184, -0.043, -0.076], [-1.763, -2.059, -0.058], [-0.165, 0.249, 0.081], [0.469, 0.536, -0.387], [-0.508, 0.061, 0.080], [0.642, -1.193, 1.333], [0.026, 0.121, 0.259], [-0.065, 0.467, 0.082], [-0.192, 0.703, -1.069], [0.343, -0.799, 0.358], [-0.409, -0.178, 0.361], [0.473, -0.919, -0.564], [0.053, -0.160, -0.481], [-0.150, 0.585, -0.236], [-0.424, 0.758, 0.486], [0.089, -0.837, -0.041], [0.086, 0.084, -0.022], [-0.128, 0.013, -0.061], [-0.106, 0.076, 0.005], [-0.129, -0.046, -0.018], [-0.013, 0.024, 0.013], [0.072, 0.089, 0.053], [0.019, 0.002, 0.178], [-0.039, 0.045, -0.112], [-0.120, -0.031, -0.042], [0.056, 0.076, 0.086], [0.124, 0.026, -0.106], [0.129, -0.120, -0.079], [-0.027, 0.041, 0.057], [0.060, 0.077, 0.054], [-0.007, 0.025, -0.109], [-0.109, -0.052, -0.142], [0.351, -0.025, 0.003], [-0.671, 0.129, 0.480], [0.104, -0.058, -0.177], [-0.138, -0.062, 0.039], [0.321, -0.430, 0.065], [-0.110, 0.230, -0.013], [0.318, 0.184, -0.161], [-0.465, 0.722, -0.446], [0.093, -0.462, 0.086], [-0.197, 0.063, 0.148], [-0.114, -0.296, 0.463], [-0.232, 0.231, 0.022], [0.058, 0.058, 0.094], [0.085, 0.122, 0.039], [0.058, -0.052, 0.084], [-0.050, -0.093, -0.119], [0.009, 0.052, -0.094], [-0.005, -0.050, 0.131], [-0.015, 0.047, 0.119], [0.028, 0.024, -0.116], [-0.025, -0.011, -0.060], [-0.125, -0.043, -0.103], [-0.115, -0.135, 0.037], [1.572, 1.466, -0.091], [2.040, 0.046, 0.317], [0.256, -0.101, -0.094], [0.227, 0.292, -0.148], [-0.037, -0.126, -0.062], [-0.011, 0.306, -0.284], [0.065, -0.164, 0.583], [-0.473, -0.029, 0.115], [-0.338, 0.025, -0.359], [-0.053, 0.095, 0.218], [-0.192, 0.098, -0.209], [0.666, -0.089, 0.056], [-0.514, 0.080, -0.255], [-0.311, -0.254, 0.106], [-0.018, 0.062, -0.218], [-0.110, -0.347, -0.002], [0.696, 0.443, 0.205], [-0.142, 0.032, 0.167], [0.119, -0.249, 0.091], [0.207, -0.102, -0.084], [0.107, -0.135, -0.036], [0.127, 0.067, 0.235], [-0.024, 0.135, 0.240], [0.080, -0.015, 0.173], [0.077, 0.142, -0.062], [-0.026, 0.134, -0.163]]
}